A structure of composition C28H21Br2CaGeNO5Se, computed with ωB97M-V/def2-TZVPD.

As for the multiplicity: 2. Its maximum force is 2.61 eV/Å. The expectation value of S² is 0.7543. Its total energy is -11814.62145 Eh. The total charge is -1.

Last column: Mulliken spin population.
Geometry (Å):
Ca  -0.606  -0.224  0.089  -0.035
C  1.715  -2.902  0.983  0.020
C  0.856  -2.398  2.094  0.014
C  0.720  -3.127  3.295  -0.003
C  -0.060  -2.645  4.303  0.011
C  -0.726  -1.411  4.152  -0.013
C  -1.555  -0.824  5.131  0.020
Br  -1.851  -1.690  6.796  0.001
C  -2.169  0.376  4.909  -0.012
C  -1.960  1.043  3.702  0.046
Br  -2.750  2.741  3.447  0.002
C  -1.170  0.544  2.668  -0.002
O  -0.977  1.182  1.556  -0.008
C  -0.542  -0.733  2.923  0.011
N  0.237  -1.242  1.935  -0.031
H  2.213  -3.829  1.265  0.001
H  2.463  -2.155  0.713  -0.005
H  1.092  -3.101  0.100  -0.001
H  1.237  -4.072  3.394  0.000
H  -0.172  -3.195  5.228  0.001
H  -2.807  0.818  5.662  0.000
O  -0.466  -3.455  -1.383  0.000
Se  -1.336  -2.112  -1.561  -0.001
O  -1.991  -1.708  -0.088  0.005
O  -0.279  -0.842  -1.814  0.003
O  -2.444  -2.195  -2.705  0.000
C  2.217  0.695  5.618  0.019
C  1.365  1.705  5.196  -0.013
C  1.211  1.962  3.840  0.002
C  1.916  1.232  2.884  0.073
C  2.774  0.226  3.327  0.014
C  2.923  -0.045  4.678  -0.013
Ge  1.573  1.438  0.938  0.611
C  1.716  3.381  0.502  0.038
C  1.971  4.379  1.439  0.008
C  2.150  5.697  1.039  -0.003
C  2.078  6.036  -0.304  0.015
C  1.824  5.051  -1.249  -0.001
C  1.638  3.738  -0.845  0.038
C  3.289  0.769  0.109  0.129
C  3.316  -0.138  -0.946  0.063
C  4.527  -0.541  -1.496  0.010
C  5.718  -0.031  -1.002  -0.004
C  5.697  0.887  0.041  0.007
C  4.489  1.284  0.594  -0.026
H  2.319  0.478  6.674  0.001
H  0.805  2.281  5.923  0.000
H  0.497  2.714  3.519  0.002
H  3.326  -0.360  2.599  0.004
H  3.580  -0.844  5.000  0.001
H  2.049  4.126  2.489  0.005
H  2.349  6.462  1.781  -0.001
H  2.220  7.064  -0.614  0.001
H  1.773  5.308  -2.300  0.000
H  1.435  2.970  -1.584  0.001
H  2.385  -0.524  -1.351  -0.004
H  4.537  -1.254  -2.311  0.000
H  6.662  -0.344  -1.429  0.000
H  6.626  1.294  0.425  0.001
H  4.472  2.000  1.410  -0.001

A structure of composition C28H21BrFN5O7S2V, computed with ωB97M-V/def2-TZVPD.

As for the multiplicity: 2. Its maximum force is 0.48 eV/Å. The expectation value of S² is 0.7631. Its total energy is -6294.48566 Eh.

Last column: Mulliken spin population.
Geometry (Å):
V  -0.029  -0.341  0.348  1.109
C  4.276  -0.340  -0.358  0.002
C  2.796  -0.344  -0.612  -0.003
N  1.966  -0.243  0.405  -0.046
N  2.601  -0.085  1.642  0.003
C  1.839  -0.030  2.672  -0.002
S  0.119  -0.037  2.723  -0.041
S  2.689  -0.019  4.239  -0.001
C  3.403  -1.696  4.191  0.000
C  4.531  -1.951  3.223  0.000
C  5.646  -1.118  3.172  0.000
C  6.709  -1.415  2.333  0.000
C  6.672  -2.551  1.531  0.000
C  5.559  -3.377  1.567  0.000
C  4.492  -3.075  2.407  0.000
C  2.347  -0.446  -1.997  0.005
C  3.317  -0.442  -3.023  -0.002
C  2.983  -0.532  -4.351  -0.003
C  1.636  -0.637  -4.712  -0.001
C  0.662  -0.634  -3.745  0.010
C  0.991  -0.525  -2.384  0.011
O  -0.004  -0.517  -1.528  -0.002
H  4.498  -0.560  0.675  0.000
H  4.774  -1.064  -0.999  0.000
H  4.672  0.653  -0.587  0.000
H  3.760  -1.820  5.217  0.000
H  2.595  -2.410  4.038  0.000
H  5.671  -0.226  3.785  0.000
H  7.571  -0.761  2.306  0.000
H  7.505  -2.786  0.881  0.000
H  5.515  -4.263  0.946  0.000
H  3.620  -3.717  2.422  0.000
H  4.361  -0.352  -2.767  0.000
H  3.756  -0.520  -5.106  0.000
H  1.357  -0.714  -5.754  0.000
H  -0.388  -0.700  -3.996  0.001
Br  -3.110  -2.545  1.139  0.000
C  -3.361  -0.769  0.563  0.007
C  -4.669  -0.335  0.394  -0.002
C  -4.890  0.974  0.016  0.004
C  -3.802  1.813  -0.166  -0.003
C  -2.543  1.293  0.021  0.008
N  -2.306  0.013  0.364  -0.008
C  -1.315  2.160  -0.124  -0.001
O  -1.374  3.311  -0.453  -0.001
O  -0.228  1.487  0.178  -0.029
H  -5.482  -1.023  0.568  0.000
H  -5.900  1.337  -0.121  0.000
H  -3.895  2.854  -0.441  0.000
F  -3.067  -6.028  -1.219  0.000
C  -1.793  -6.121  -0.828  0.000
C  -0.979  -5.068  -0.863  0.000
N  0.343  -5.150  -0.471  0.000
C  1.135  -3.934  -0.391  -0.002
C  0.727  -3.136  0.845  0.005
O  1.133  -3.376  1.946  -0.005
O  -0.123  -2.145  0.555  -0.012
C  0.901  -6.337  -0.022  0.000
O  2.053  -6.444  0.326  0.000
N  0.020  -7.403  -0.016  0.000
C  -1.328  -7.428  -0.370  0.000
O  -1.991  -8.433  -0.302  0.000
H  -1.320  -4.096  -1.194  0.000
H  0.974  -3.341  -1.293  -0.001
H  2.180  -4.219  -0.302  0.000
H  0.410  -8.277  0.308  0.000

A structure of composition C28H21IO3PbS3, computed with ωB97M-V/def2-TZVPD.

Its maximum force is 1.33 eV/Å. Its total energy is -2990.34637 Eh.

Last column: natural (NBO) charge in e.
Geometry (Å):
Pb  3.360  1.494  -0.968  1.178
I  5.693  1.653  0.403  -0.467
O  2.665  3.751  -0.406  -0.749
C  3.048  4.212  -1.511  0.642
O  3.583  3.512  -2.402  -0.743
H  2.894  5.286  -1.702  0.125
C  1.937  1.976  4.590  -0.215
C  0.762  2.709  4.671  -0.207
C  0.082  3.058  3.517  -0.209
C  0.537  2.649  2.262  0.037
C  1.696  1.884  2.203  -0.200
C  2.409  1.576  3.349  -0.195
C  -0.180  3.133  1.071  -0.331
C  -0.406  2.588  -0.092  0.229
C  -0.930  2.318  -1.270  -0.166
C  -2.342  1.738  -1.399  -0.279
C  -2.968  2.084  -2.723  -0.164
C  -2.257  2.483  -3.778  -0.236
C  -0.823  2.681  -3.685  -0.225
C  -0.205  2.612  -2.499  -0.176
H  2.486  1.723  5.488  0.215
H  0.387  3.032  5.634  0.214
H  -0.824  3.648  3.580  0.209
H  2.057  1.528  1.246  0.162
H  3.338  1.024  3.270  0.220
H  -0.536  4.157  1.184  0.228
H  -2.953  2.148  -0.591  0.233
H  -4.042  1.956  -2.787  0.211
H  -2.746  2.697  -4.720  0.217
H  -0.268  2.942  -4.576  0.218
H  0.843  2.870  -2.413  0.212
O  0.763  -1.678  -0.131  -0.485
C  -0.069  -2.844  -0.036  0.192
C  0.274  -4.020  -0.873  -0.239
C  -0.496  -4.619  -1.823  -0.249
C  0.087  -5.811  -2.330  -0.259
C  1.278  -6.095  -1.745  -0.405
S  1.718  -4.920  -0.573  0.465
C  -0.544  -3.187  1.332  -0.250
C  0.022  -2.869  2.523  -0.235
C  -0.729  -3.337  3.633  -0.254
C  -1.840  -4.020  3.256  -0.408
S  -1.998  -4.096  1.549  0.455
C  -0.548  -1.579  -0.648  0.087
C  -0.745  -1.357  -2.091  -0.235
C  -1.701  -0.501  -2.407  -0.161
C  -2.434  0.169  -1.287  -0.350
S  -1.767  -0.585  0.246  0.245
H  -1.456  -4.229  -2.132  0.232
H  -0.368  -6.422  -3.096  0.227
H  1.937  -6.927  -1.933  0.240
H  0.942  -2.320  2.600  0.235
H  -0.450  -3.166  4.663  0.227
H  -2.586  -4.483  3.881  0.238
H  -0.127  -1.890  -2.801  0.237
H  -1.966  -0.244  -3.424  0.232
H  -3.496  -0.089  -1.303  0.234

A structure of composition C28H22Cl5IrPSe2, computed with ωB97M-V/def2-TZVPD.

Its maximum force is 1.47 eV/Å. Its total energy is -8629.75805 Eh. The total charge is -1.

Last column: natural (NBO) charge in e.
Geometry (Å):
Ir  1.375  0.267  -0.320  0.461
Cl  3.333  2.837  -1.159  0.003
C  1.710  3.315  -0.764  0.041
C  0.755  2.321  -0.479  -0.416
C  -0.513  2.836  -0.187  -0.056
Cl  -1.817  1.748  0.189  0.018
C  -0.819  4.198  -0.170  -0.102
Cl  -2.418  4.753  0.193  0.022
C  0.170  5.131  -0.448  -0.088
Cl  -0.181  6.821  -0.415  0.026
C  1.451  4.684  -0.751  -0.141
Cl  2.690  5.841  -1.095  0.021
Se  -0.578  -1.138  -0.794  -0.384
P  0.052  -3.266  -0.882  0.934
Se  2.014  -3.832  -1.472  -0.572
C  -0.361  -4.009  0.752  -0.286
C  -1.382  -3.480  1.537  -0.225
C  -1.738  -4.096  2.728  -0.219
C  -1.082  -5.247  3.142  -0.216
C  -0.060  -5.773  2.365  -0.209
C  0.301  -5.156  1.176  -0.231
C  -1.190  -4.117  -1.940  -0.275
C  -2.388  -3.512  -2.303  -0.224
C  -3.323  -4.207  -3.061  -0.218
C  -3.070  -5.511  -3.455  -0.212
C  -1.876  -6.121  -3.093  -0.220
C  -0.941  -5.428  -2.342  -0.219
H  -1.881  -2.574  1.220  0.238
H  -2.526  -3.672  3.338  0.208
H  -1.363  -5.727  4.072  0.204
H  0.464  -6.664  2.688  0.205
H  1.115  -5.545  0.577  0.241
H  -2.586  -2.491  -2.003  0.233
H  -4.248  -3.722  -3.348  0.207
H  -3.799  -6.050  -4.049  0.204
H  -1.669  -7.137  -3.405  0.206
H  0.003  -5.888  -2.076  0.236
C  3.431  0.459  2.773  -0.598
C  3.341  -0.560  1.623  -0.183
C  3.767  -1.940  2.144  -0.599
C  1.898  -0.602  1.161  -0.222
C  4.228  -0.150  0.445  -0.017
C  5.341  0.679  0.570  -0.221
C  6.082  1.041  -0.544  -0.216
C  5.720  0.589  -1.812  -0.229
C  4.634  -0.255  -1.947  -0.216
C  3.904  -0.636  -0.823  -0.198
H  2.690  0.210  3.535  0.210
H  3.217  1.465  2.408  0.220
H  4.416  0.449  3.249  0.194
H  3.153  -2.227  3.002  0.203
H  4.814  -1.914  2.455  0.201
H  3.646  -2.698  1.369  0.232
H  1.218  -1.160  1.816  0.159
H  5.627  1.068  1.539  0.207
H  6.937  1.696  -0.429  0.203
H  6.286  0.900  -2.681  0.205
H  4.346  -0.628  -2.922  0.215
H  3.147  -1.409  -0.920  0.257